Entry 1:
Entry from the Open Molecules 2025 dataset: a molecular structure, C25H55CdNO2Si2 (ωB97M-V with the def2-TZVPD basis set).

Last column: Mulliken charge in e.
Atoms and positions in Å:
O 3.5392 0.9230 0.4785  0.88
O 5.0931 -0.9035 -1.8740  0.20
C 4.0494 2.3461 0.1381  -0.26
C 3.7867 3.2385 1.3105  -1.23
H 3.4924 2.6153 -0.7640  0.30
H 5.0951 2.1771 -0.1088  0.50
H 2.7271 3.2317 1.5816  0.27
H 4.0606 4.2619 1.0620  0.46
H 4.4079 2.9436 2.1583  0.29
C 4.3776 -0.0085 1.3117  0.43
C 5.8319 0.2281 1.0484  -1.85
H 4.0480 -0.9994 0.9891  0.08
H 4.1178 0.1633 2.3601  0.31
H 6.0850 0.0325 0.0017  0.25
H 6.3989 -0.4742 1.6688  0.42
H 6.1614 1.2297 1.3429  0.54
C 4.7501 -2.2939 -1.8717  -0.37
C 5.4297 -0.2980 -3.1214  -0.17
C 5.7314 -3.0575 -1.0104  -1.25
H 4.7230 -2.6962 -2.8961  0.51
H 3.7401 -2.3490 -1.4393  0.15
H 6.7390 -3.0129 -1.4409  0.30
H 5.4313 -4.1067 -0.9610  0.43
H 5.7691 -2.6567 0.0099  0.16
C 6.9148 -0.4032 -3.3992  -1.40
H 5.1324 0.7516 -3.0163  0.14
H 4.8443 -0.7417 -3.9407  0.38
H 7.5066 -0.0312 -2.5547  0.26
H 7.1627 0.1882 -4.2837  0.44
H 7.2021 -1.4426 -3.5905  0.31
H 2.5219 0.8854 0.5616  -0.32
Cd 0.1834 0.3374 0.4577  0.33
C 1.5129 0.5581 -1.3093  -0.96
Si 1.0290 0.5818 -3.1149  0.25
H 2.0425 1.5016 -1.1441  -0.38
H 2.2335 -0.2717 -1.2501  0.57
C 2.1788 1.7261 -4.0650  -1.12
C -0.6803 1.2448 -3.4626  -0.43
C 1.2219 -1.1179 -3.8812  -0.93
C 1.1942 0.4786 2.4343  -1.04
Si 1.2329 -1.1826 3.3091  0.44
H 0.5050 1.1522 2.9734  0.50
H 2.1759 0.9718 2.4874  0.33
C 2.6125 -1.1706 4.5918  -1.15
C 1.5432 -2.5905 2.0986  -1.12
C -0.3492 -1.5706 4.2273  -1.04
H 2.1288 -1.6176 -3.5128  0.14
H 1.3029 -1.0316 -4.9755  0.31
H 0.3633 -1.7673 -3.6617  0.36
H 2.2060 2.7148 -3.5926  0.28
H 1.8184 1.8655 -5.0926  0.33
H 3.2031 1.3403 -4.1123  0.21
H -0.8344 2.2231 -2.9837  0.21
H -1.4701 0.5706 -3.1094  -0.11
H -0.8152 1.3766 -4.5470  0.43
H 2.5434 -3.0201 2.2557  0.31
H 1.4611 -2.2847 1.0456  0.25
H 0.8006 -3.3826 2.2779  0.39
H -0.1404 -2.3511 4.9734  0.37
H -1.1356 -1.9339 3.5543  0.27
H -0.7345 -0.6878 4.7528  0.29
H 2.4477 -1.9972 5.2969  0.35
H 2.6011 -0.2278 5.1562  0.31
H 3.6026 -1.2903 4.1328  0.27
C -4.4757 0.0635 -2.5994  -1.13
N -3.2300 0.3071 -1.9242  0.36
C -3.1504 1.6310 -1.3303  -1.08
C -2.6455 -0.8258 -1.1861  -0.60
C -2.8076 -0.6716 0.2986  1.04
C -3.9904 -1.1506 0.8885  -0.39
C -4.3187 -0.7710 2.1945  -0.68
C -3.4453 0.0588 2.8948  -0.55
C -2.2381 0.4814 2.3060  -0.63
C -1.8744 0.0228 1.0555  -0.28
H -4.6375 0.8649 -3.3274  0.31
H -5.3237 0.0525 -1.8958  0.30
H -4.4248 -0.9024 -3.1157  0.34
H -3.8987 1.7820 -0.5292  0.38
H -2.1476 1.8391 -0.9214  0.07
H -3.3589 2.3567 -2.1307  0.39
H -3.1406 -1.7319 -1.5613  0.66
H -1.5741 -0.8965 -1.4528  -0.45
H -4.6543 -1.7773 0.2899  0.38
H -5.2554 -1.1089 2.6385  0.38
H -3.6852 0.3872 3.9064  0.39
H -1.5706 1.1341 2.8665  0.40

Atomic forces in eV per Å
1.1794 1.1735 -0.3100
-0.1372 -0.0506 -0.2064
-0.6139 -1.3745 0.1923
0.1481 0.1235 0.1348
0.1315 -0.1772 0.2572
-0.2036 0.1978 -0.0055
0.1853 -0.0711 0.0422
0.0255 0.0969 -0.1239
-0.2085 -0.0177 0.0977
-0.6959 0.4438 -0.0242
0.4827 -0.0841 -0.0915
0.0017 0.1752 0.0845
-0.0903 -0.0517 -0.2298
-0.0731 0.0674 0.1764
-0.1187 0.0203 -0.0702
-0.0726 -0.1812 0.0254
-0.0616 0.5172 0.1082
-0.0693 -0.0958 0.3808
0.1847 -0.2237 -0.0891
-0.0199 0.1323 0.2128
0.1063 -0.1852 -0.2122
-0.1588 0.0239 0.1247
0.0406 0.0146 0.0925
-0.0429 -0.0575 -0.2076
0.1264 -0.0856 -0.1446
0.0148 -0.1399 -0.1198
0.0345 0.1083 0.1742
-0.1606 -0.0402 -0.1237
0.0733 -0.0557 0.0102
0.0099 0.1288 0.0294
0.4723 -0.4505 0.3124
-0.3276 0.0343 -0.4305
-0.2822 -0.2478 -0.6131
-0.2406 0.2736 0.3027
-0.0312 -0.1298 -0.2622
0.1654 0.2839 0.0882
0.2294 0.1243 -0.1386
-0.0346 -0.0246 -0.2173
-0.0556 -0.3161 -0.1304
0.3943 0.1686 0.4957
-0.0500 0.9307 -0.2727
0.2267 -0.1760 -0.0840
-0.1680 -0.1104 0.3004
0.0313 -0.1418 0.1687
0.1226 -0.3672 -0.0436
-0.1633 -0.0372 0.1062
-0.1461 0.0669 -0.0867
-0.0366 -0.0503 0.2470
0.1875 0.0903 -0.0152
0.0316 -0.0352 -0.0504
0.0936 -0.0303 0.1358
-0.0823 0.0873 -0.0108
0.0418 -0.2056 -0.1113
0.1043 0.2521 -0.0684
0.0239 0.0120 0.1963
-0.1914 -0.0259 -0.1230
0.0002 -0.0636 0.2069
0.2632 0.0999 -0.1415
-0.1044 0.1141 -0.1349
0.1096 0.1204 0.1360
0.0368 -0.1883 -0.0641
0.2430 0.1368 -0.0656
0.0064 -0.2197 -0.0967
-0.0934 -0.0063 0.1520
0.0393 -0.0649 0.3416
0.4737 -0.0697 -0.0904
-0.1065 -0.0736 -0.1221
0.0844 0.1779 -0.3418
-0.9163 -0.9632 0.3554
0.1586 0.5613 -0.0555
0.1958 -0.1617 -0.1796
0.1470 0.4401 -0.0694
-0.8861 -0.6838 0.7879
0.5965 0.6929 -0.7291
-0.1088 -0.1576 -0.0220
-0.2132 -0.0462 -0.1339
-0.1229 0.2326 0.0050
0.2194 0.0108 -0.0447
-0.4563 -0.1988 -0.1812
0.0852 -0.0675 0.2168
0.1454 0.1275 0.1521
-0.2063 0.0087 0.1604
-0.0036 0.1691 0.2335
0.2754 0.0481 -0.0069
-0.0737 -0.0553 -0.2066
-0.1212 -0.2271 0.0588

Properties
Max |F|   1.7 eV Å⁻¹
Multiplicity   1
Net charge   0
Orbital gap   0.2657 hartree
Relative energy (zero: lowest compared OMol25 entry of this formula, charge and spin)   0.0 kcal per mole



Entry 2:
Entry from the Open Molecules 2025 dataset: 3 unconnected molecules or ions with the total composition C25H55IO7PS3 (ωB97M-V with the def2-TZVPD basis set).

Last column: Mulliken charge in e.
Atoms and positions in Å:
C 5.6645 0.0942 -1.3631  -0.80
C 5.0027 1.3478 -2.2486  -0.43
C 3.4606 0.9409 -2.6969  -0.27
C 2.3845 2.1596 -2.3162  -0.58
C 0.9016 1.4838 -2.0331  0.32
C -0.2402 1.8782 -3.1432  -0.78
C -1.6191 2.5148 -2.5258  -0.41
C -2.3307 1.6246 -1.3472  -0.45
C -2.1078 0.0048 -1.4670  0.61
C -3.4605 -0.8870 -1.0800  -0.21
C -3.2127 -1.8828 0.2290  -0.50
C -3.2727 -3.4663 -0.2289  -0.78
C -2.1058 -3.8911 -1.3178  -0.57
C -0.5854 -3.4326 -0.8705  -0.07
P 0.1561 -4.4878 0.5591  0.15
I 1.1110 -6.0612 2.2413  -0.39
C 1.9501 -3.8329 0.2176  -1.20
C 2.4918 -2.7807 1.3523  -0.40
C 1.8894 -1.2479 1.2011  0.09
S 2.7699 -0.2112 2.5418  1.19
O 2.1137 -0.5754 3.9195  -0.60
O 4.2989 -0.5944 2.6261  -0.65
O 2.7265 1.4641 2.2247  -0.51
H 6.8246 0.3271 -1.3339  0.33
H 5.4600 -0.9552 -1.8557  0.25
H 5.1651 0.1132 -0.2860  0.12
H 5.6076 1.5594 -3.2278  0.30
H 4.9040 2.2672 -1.5298  0.27
H 3.4365 0.7299 -3.8632  0.26
H 3.2197 -0.0686 -2.1403  0.03
H 2.3824 2.9640 -3.1789  0.28
H 2.7326 2.7152 -1.3223  0.27
H 1.0687 0.3069 -2.1350  -0.04
H 0.5544 1.6448 -0.9066  -0.09
H -0.4823 0.9760 -3.8551  0.25
H 0.2536 2.7110 -3.8416  0.37
H -2.4229 2.7756 -3.3691  -0.01
H -1.3571 3.5699 -2.0329  0.26
H -3.5067 1.8271 -1.3460  0.09
H -1.9332 2.0166 -0.3182  0.40
H -1.3089 -0.2820 -0.6276  -0.76
H -1.7646 -0.3763 -2.5187  0.13
H -4.4192 -0.2185 -0.9792  0.26
H -3.6662 -1.6282 -1.9921  0.07
H -4.1503 -1.7062 0.9463  0.32
H -2.2692 -1.5972 0.8613  0.22
H -3.3156 -4.2241 0.6764  0.39
H -4.3090 -3.6066 -0.8034  0.29
H -2.1205 -5.0771 -1.4242  0.35
H -2.4006 -3.4644 -2.3861  0.26
H -0.4899 -2.3038 -0.5744  -0.48
H 0.0919 -3.5800 -1.8379  0.26
H 0.3983 -5.5361 -0.4378  0.01
H -1.1535 -5.0259 0.8915  0.01
H -0.0620 -3.4488 1.5488  -0.06
H 2.0722 -3.3644 -0.8517  0.23
H 2.6396 -4.8056 0.2419  0.36
H 2.3263 -3.1529 2.4647  0.24
H 3.6749 -2.7120 1.2174  0.37
H 0.7057 -1.2276 1.3370  0.15
H 2.0953 -0.7654 0.1381  -0.05
H 1.8607 1.7588 1.8157  0.34
C -7.3792 1.6126 -4.6136  -0.59
C -6.7678 2.8320 -3.9252  -0.76
C -5.3881 2.4247 -3.4110  -0.44
S -4.8146 1.1252 -4.4946  1.16
O -4.7172 -0.1014 -3.7316  -0.56
O -3.7196 1.6257 -5.3014  -0.70
C -6.2817 1.0477 -5.5031  -0.76
H -8.2693 1.8765 -5.1921  0.36
H -7.6715 0.8708 -3.8607  0.30
H -6.6649 3.6473 -4.6516  0.31
H -7.4011 3.1965 -3.1104  0.35
H -4.6844 3.2604 -3.4419  0.38
H -5.4424 2.0206 -2.3964  0.27
H -6.4678 0.0182 -5.8138  0.39
H -6.1193 1.6824 -6.3794  0.33
C 3.6419 0.5051 6.6351  -0.45
C 3.3491 1.9402 6.2001  -0.54
C 3.2131 2.7845 7.4661  -0.64
S 4.2183 1.9868 8.7091  1.14
O 3.3495 1.4922 9.7563  -0.66
O 5.3765 2.8122 8.9876  -0.68
C 4.7251 0.6093 7.6985  -0.75
H 3.9627 -0.1167 5.7943  0.23
H 2.7373 0.0566 7.0630  0.28
H 4.1831 2.3151 5.5945  0.30
H 2.4449 2.0005 5.5863  0.27
H 3.5713 3.8051 7.3094  0.34
H 2.1807 2.8031 7.8258  0.37
H 4.8145 -0.2901 8.3102  0.41
H 5.6922 0.8596 7.2523  0.36

Atomic forces in eV per Å
-0.0828 1.0770 -0.4308
-0.9666 -1.1477 0.2082
0.5781 0.5830 0.1093
0.0929 -0.7290 0.5184
0.1454 -1.1079 -0.3168
0.0520 0.9314 -0.5055
-0.2195 0.8417 0.3194
-0.4538 -0.0736 -0.2522
-0.4050 -0.4974 1.1660
0.7043 -1.0405 -0.5629
-1.5888 0.0562 0.2352
-0.4541 -0.0357 -0.7571
0.0262 0.0122 0.3829
-0.4794 0.5778 -1.7938
-1.0929 1.4534 -2.9592
0.6688 -1.3352 1.7967
1.7486 0.2112 0.1073
1.4391 0.0432 0.0943
-0.7753 -0.4465 -1.3881
3.0828 -3.1902 5.1331
1.4454 2.1141 -5.1637
-5.5613 2.1794 -1.2752
-1.0669 -1.6901 -0.4227
-2.3827 -0.8210 0.3147
0.4778 2.1684 0.8855
1.2956 -0.1247 -2.2277
-0.8922 -0.1730 2.1168
0.5633 -1.5746 -1.6030
-0.1036 0.3931 2.4488
0.1204 2.0973 -1.0621
-0.1647 -1.6614 1.7193
-0.5551 -1.2471 -2.1371
-0.4564 2.5058 0.3671
0.5982 -0.0622 -2.4684
0.4362 1.6957 1.5618
-1.1875 -1.7338 1.4288
2.0181 -0.8471 1.5905
-0.4218 -2.1878 -1.0669
2.5669 -0.3039 -0.0253
-0.7564 -0.9034 -1.8391
-1.4827 0.5255 -2.1708
-0.4338 1.0725 2.0425
1.9238 -1.2056 0.0103
0.3462 1.8061 1.9788
2.0201 -0.4626 -1.3402
-1.6317 -0.6595 -1.3980
0.3822 1.7803 -1.7228
2.0340 0.3561 1.2534
0.1135 2.4502 0.2873
0.6580 -0.7432 2.2033
-0.5188 -1.8038 -0.7059
-1.3159 0.3201 1.9728
0.0008 -0.0887 0.2834
0.3184 -0.1611 -0.0286
0.1851 0.0628 0.3192
-0.3262 -0.6722 1.9237
-1.2653 2.2702 0.0122
0.0066 0.6980 -2.4343
-2.5772 0.0948 0.3671
2.6490 0.1047 0.2381
-0.0577 -0.9437 2.2383
1.0914 -0.7911 0.6816
-0.2502 -0.0770 0.1082
-0.2133 0.2920 -0.0243
-0.1682 0.5399 0.4563
0.4644 -0.2423 -0.1522
0.1261 0.5210 -0.4967
-0.2403 -0.4103 0.3505
-0.4887 -0.0645 -0.3349
0.1148 -0.0649 0.0808
0.0351 0.0578 -0.1326
-0.0158 -0.1153 0.0875
0.1231 -0.0335 -0.1219
0.0293 -0.2921 0.0423
0.0877 -0.0479 -0.2195
0.2235 0.0853 0.0568
0.0653 -0.0999 0.1194
-0.1441 -0.2371 -0.1594
0.0013 -0.0037 -0.3792
-0.4017 0.4531 -0.3825
0.3279 -0.1012 -0.0271
0.3373 0.3080 0.0029
-0.3952 -0.1370 0.3420
0.1196 -0.3882 -0.2377
-0.1475 0.1016 0.1398
0.1462 0.0060 -0.0852
-0.1108 -0.0681 0.0720
0.1824 -0.0489 0.0810
-0.0382 -0.1511 0.2551
0.2071 -0.0410 0.0876
0.0202 0.2174 0.0822
-0.1107 0.0253 0.1312

Properties
Max |F|   6.8 eV Å⁻¹
Multiplicity   1
Net charge   -1
Orbital gap   0.2291 hartree



no.,LUMO (eV),highest occupied orbital energy (hartree)
1,0.1696,-0.2595
2,1.6244,-0.1694